The following is a quantum chemistry calculation of C31H56Cl2IN2O14P2 as an isolated structure at a distorted geometry, from the Open Molecules 2025 dataset.

## Properties
- total charge = +1
- electronic energy (eV) = -116410.09371
- orbital gap (eV) = 8.97
- max |F| (eV/A) = 5.5
- LUMO energy (eV) = -3.16

Element x y z (Å)
1 C -1.744527 -1.318189 4.340821
2 C -2.239793 -1.333627 2.832761
3 O -3.259530 -0.527429 2.343960
4 C -3.413283 0.868485 2.508823
5 C -3.917903 1.078634 3.994060
6 C -4.689598 2.578615 4.203868
7 C -6.343003 2.469490 4.416234
8 O -5.273143 2.794349 5.565596
9 C -2.185541 1.838222 2.210340
10 C -0.815870 1.588044 2.943389
11 Cl 0.614808 0.637151 2.276570
12 C -0.510972 2.157470 4.209930
13 C 0.903515 1.914360 4.938611
14 Cl -1.632986 3.244188 5.125870
15 N -2.013233 2.207774 0.758371
16 C -1.659973 1.073027 -0.114054
17 C -0.277513 1.262498 -0.937476
18 C 0.475561 -0.154899 -1.136551
19 P -0.487541 -1.293379 -2.294148
20 O -1.336718 -0.421093 -3.214037
21 O -1.540022 -2.200204 -1.280056
22 C -0.919511 -3.483520 -0.915711
23 C -1.811165 -4.261408 0.185943
24 O 0.463235 -2.426626 -3.113941
25 C 1.857288 -2.037654 -3.203991
26 C 2.712625 -2.562687 -1.938551
27 C -3.120417 3.062488 0.276122
28 O -3.005701 4.438362 0.750739
29 C -1.619808 4.837701 0.888077
30 C -1.584255 6.437702 1.095862
31 C -0.064286 6.926608 1.042942
32 O -2.202015 6.679564 2.395333
33 P -3.081882 3.307100 -1.639831
34 O -3.680048 4.643450 -2.091557
35 C -4.504100 2.505208 0.862814
36 I -6.048731 2.561612 -0.741711
37 N -4.472424 1.132894 1.435493
38 C -5.826891 0.547930 1.785230
39 H -2.521423 -1.873593 4.979959
40 H -1.438795 -0.319479 4.768815
41 H -0.808776 -1.984318 4.386748
42 H -2.559322 -2.430727 2.665374
43 H -1.291859 -1.269306 2.176259
44 H -3.114419 1.017980 4.784983
45 H -4.745867 0.367579 4.333647
46 H -4.276356 3.518371 3.607098
47 H -6.716902 1.548410 4.967304
48 H -6.916532 3.420139 4.688863
49 H -2.500984 2.857581 2.654998
50 H 1.020908 2.656466 5.804782
51 H 0.953183 0.878189 5.423445
52 H 1.781476 2.112509 4.243964
53 H -2.503251 0.694118 -0.805935
54 H -1.461749 0.162505 0.560816
55 H -0.437174 1.674198 -1.980145
56 H 0.427039 1.889223 -0.300053
57 H 0.616749 -0.722302 -0.162694
58 H 1.530331 0.092601 -1.509546
59 H -0.982089 -4.135911 -1.855088
60 H 0.156795 -3.368901 -0.569697
61 H -1.495355 -3.998675 1.247623
62 H -2.909689 -4.060383 -0.015665
63 H -1.642715 -5.374368 0.029376
64 H 2.013294 -0.917112 -3.379858
65 H 2.311575 -2.558466 -4.110064
66 H 3.817775 -2.274410 -2.011449
67 H 2.671831 -3.706612 -1.950696
68 H 2.278187 -2.233978 -0.942702
69 H -1.201218 4.412232 1.873701
70 H -0.930774 4.483754 0.060744
71 H -2.209290 6.881263 0.255194
72 H 0.391257 6.484850 0.089859
73 H 0.508264 6.622450 1.973807
74 H -0.099671 8.071021 0.958449
75 H -1.975093 7.591468 2.666758
76 H -1.662184 3.405172 -1.922705
77 H -3.519592 2.156218 -2.359982
78 H -4.920917 3.308331 1.567855
79 H -4.189272 0.534066 0.625197
80 H -5.796390 -0.255617 2.577365
81 H -6.614260 1.356511 1.982598
82 H -6.234859 0.001938 0.858125
83 C 7.500946 0.263810 -4.742239
84 C 6.390006 -0.144188 -3.801195
85 C 5.943125 0.944563 -2.871268
86 O 5.386704 0.195674 -1.792490
87 C 6.053208 -0.993675 -1.765440
88 O 5.979128 -1.793889 -0.880317
89 O 6.820583 -1.147766 -2.882381
90 H 7.857275 -0.600997 -5.306497
91 H 7.155946 1.023186 -5.447007
92 H 8.360885 0.657531 -4.194482
93 H 5.550262 -0.554762 -4.372695
94 H 5.195685 1.600504 -3.319171
95 H 6.766591 1.550398 -2.480636
96 C 4.429654 -8.457099 -3.575215
97 C 4.982728 -7.128009 -4.038061
98 C 4.935615 -6.048260 -2.997980
99 O 4.937773 -4.870076 -3.800439
100 C 4.348528 -5.209209 -4.981145
101 O 4.012729 -4.426267 -5.819615
102 O 4.186727 -6.560478 -5.077332
103 H 4.385036 -9.161126 -4.409339
104 H 5.053327 -8.886325 -2.788313
105 H 3.409332 -8.352821 -3.197363
106 H 5.996016 -7.263242 -4.431204
107 H 5.797832 -6.068186 -2.330623
108 H 4.017815 -6.056490 -2.401121

Forces on the atoms, in the same order (eV/Å):
C -0.2 -0.9 0.2
C 3.2 -2.6 0.3
O -1.0 0.8 -0.7
C 1.2 -0.7 2.2
C -2.3 2.6 0.9
C -2.7 -0.7 1.4
C 3.0 1.3 4.3
O 2.0 -0.7 -4.0
C 0.4 1.9 -0.3
C 0.6 1.2 2.9
Cl -2.0 0.9 0.4
C 0.9 -1.1 -1.7
C -0.6 0.8 0.6
Cl 1.1 -1.2 -1.2
N -0.8 -0.8 0.3
C 1.0 -2.0 -0.5
C -0.1 -1.1 0.2
C 0.6 0.1 0.3
P -2.5 0.8 -1.5
O 1.8 -1.8 1.9
O 3.0 0.4 -1.1
C -1.1 -1.8 0.2
C 0.7 0.3 -0.6
O -0.7 2.3 1.9
C 2.4 -0.4 0.1
C -0.4 -0.5 -0.6
C 0.2 -0.3 0.8
O 0.6 -2.0 -0.3
C 0.9 1.4 1.7
C 0.4 -1.4 -0.3
C -1.1 0.3 -0.5
O 0.8 0.4 -1.0
P 0.4 3.3 -1.6
O 0.6 -2.7 1.1
C -1.2 2.9 -0.6
I 0.3 -0.1 0.7
N 0.0 -0.7 -0.6
C -2.6 -0.8 -0.8
H 1.1 1.2 -0.6
H -0.6 -1.1 -0.5
H -1.3 1.0 -0.3
H 0.0 1.9 0.1
H -1.4 0.3 0.8
H -0.7 0.1 -1.4
H 1.4 0.6 -0.9
H -1.0 -1.9 1.6
H 0.0 0.7 -2.0
H 0.3 -1.4 -1.9
H 0.4 -1.6 -0.3
H -0.4 -1.0 -1.3
H -0.1 1.3 -1.0
H -1.3 -0.5 0.7
H 1.1 0.8 0.7
H -0.4 1.3 -0.9
H 0.2 -0.3 1.4
H -1.0 -0.6 -0.9
H -0.2 0.8 -1.0
H -1.6 -0.6 0.3
H 0.5 1.0 1.3
H -1.3 -0.1 -0.5
H -0.6 -0.2 -1.4
H 1.4 -0.1 0.4
H -0.1 1.4 0.3
H -0.5 -1.5 0.3
H -0.9 0.6 1.0
H -1.7 -0.3 0.1
H 0.0 1.5 0.0
H 0.6 -0.2 -1.2
H -0.5 0.5 -1.4
H -1.1 0.6 0.7
H 0.8 -0.3 1.0
H -0.4 0.8 1.4
H -0.7 0.3 -1.2
H 0.4 -1.7 0.1
H -0.2 -0.7 -0.3
H -0.8 -0.6 0.5
H 0.3 0.2 0.6
H 0.7 -1.6 -0.7
H 0.3 0.3 0.8
H 0.4 1.3 -0.7
H 1.6 -1.1 0.1
H 0.9 0.9 1.3
C 0.3 -0.3 0.0
C 0.6 0.4 -1.0
C -0.3 0.5 -0.2
O 0.1 -0.5 0.2
C 0.3 -0.6 0.4
O -0.1 0.5 -0.5
O -0.6 0.0 0.8
H -0.1 0.1 0.0
H 0.0 -0.1 0.1
H -0.1 0.0 0.0
H -0.1 0.1 0.1
H -0.1 -0.1 0.2
H 0.1 -0.1 -0.2
C -0.3 -0.1 -0.3
C -0.1 -1.1 0.5
C 0.4 0.1 0.5
O -0.3 0.0 -0.4
C -0.3 0.3 -0.7
O 0.2 -0.3 0.6
O 0.1 0.8 0.0
H 0.1 0.0 0.1
H 0.0 0.1 -0.1
H 0.1 0.1 0.0
H 0.0 0.1 0.1
H 0.0 0.2 -0.1
H 0.0 -0.2 -0.1